[1]
Here is a cluster of 2 separate species, C6H12OSSi in total from the OMol25 dataset. Energies are from ωB97M-V/def2-TZVPD.

```
21
Properties=species:S:1:pos:R:3:nbo_charge:R:1
C -2.608 2.516 2.075 -0.533
C -2.634 1.584 1.125 -0.189
C 1.839 -1.315 0.425 -0.416
C 0.951 -2.017 -0.572 -0.411
C 2.390 0.013 -0.196 -0.046
C -0.414 -1.236 -0.649 -0.969
O 1.424 0.804 -0.792 -0.910
Si -0.203 0.616 -0.883 1.492
S -0.659 1.501 -2.818 -0.457
H -3.547 2.669 2.752 0.210
H -1.669 2.664 2.590 0.208
H -3.478 1.309 0.474 0.168
H 1.484 -1.107 1.371 0.201
H 2.741 -1.962 0.642 0.203
H 1.531 -2.166 -1.512 0.207
H 0.894 -2.931 -0.090 0.215
H 2.830 0.546 0.631 0.179
H 3.057 -0.426 -0.964 0.172
H -1.045 -1.600 -1.520 0.252
H -1.084 -1.541 0.299 0.258
H -1.803 2.081 -2.388 0.164
```

As for the energy relative to the best compared isomer or geometry (same formula, charge and spin): 4.2854 eV. The calculation puts the LUMO energy (spin up / spin down) at -0.381 / -0.233 eV. Its spin multiplicity is 1. The total charge is 0.

[2]
Here is a cluster of 2 separate species, C5H6O in total from the OMol25 dataset. Energies are from ωB97M-V/def2-TZVPD.

```
12
Properties=species:S:1:pos:R:3:nbo_charge:R:1
C -1.899 1.099 -0.011 -0.629
C 0.613 -1.648 0.077 -0.488
C -0.409 0.732 -0.503 -0.277
C 3.610 -0.679 -0.048 0.507
C 0.010 -0.533 -0.273 0.064
O 4.408 0.118 0.077 -0.505
H -2.091 2.167 -0.212 0.216
H -2.580 0.443 -0.578 0.219
H 1.149 -1.620 1.000 0.217
H 0.794 -2.583 -0.587 0.229
H 0.186 1.494 -0.991 0.224
H -1.849 0.774 1.025 0.222
```

As for the energy relative to the best compared isomer or geometry (same formula, charge and spin): 2.3435 eV. The calculation puts the LUMO energy at 1.076 eV. Its spin multiplicity is 1. The total charge is 0.

[3]
Here is a structure of composition C34H34AsF5O2RuS from the OMol25 dataset. Energies are from ωB97M-V/def2-TZVPD.

```
78
Properties=species:S:1:pos:R:3:mulliken_spin:R:1
Ru 0.094 -0.412 -0.554 3.562
S -1.893 -1.466 -1.306 0.509
C -2.021 -3.127 -0.772 -0.008
C -3.243 -3.780 -0.955 0.037
C -3.373 -5.115 -0.613 -0.018
C -2.286 -5.809 -0.099 0.058
C -1.067 -5.168 0.079 -0.017
C -0.922 -3.829 -0.258 0.129
As 0.728 -2.848 0.041 0.015
C 1.891 -4.258 0.717 0.068
C 1.939 -4.443 2.096 0.005
C 2.681 -5.489 2.623 0.004
C 3.376 -6.340 1.776 0.002
C 3.335 -6.146 0.402 0.004
C 2.592 -5.103 -0.134 0.014
C 1.431 -2.639 -1.778 0.009
C 0.741 -3.033 -2.924 0.028
C 1.318 -2.860 -4.172 -0.001
C 2.580 -2.290 -4.287 0.023
C 3.270 -1.891 -3.151 -0.015
C 2.697 -2.059 -1.899 0.000
H -4.079 -3.230 -1.368 -0.003
H -4.322 -5.615 -0.753 0.000
H -2.383 -6.854 0.162 0.002
H -0.223 -5.714 0.480 0.006
H 1.406 -3.765 2.752 0.012
H 2.723 -5.635 3.694 0.000
H 3.956 -7.155 2.187 0.000
H 3.881 -6.808 -0.256 0.000
H 2.559 -4.956 -1.206 0.001
H -0.243 -3.479 -2.841 0.007
H 0.783 -3.174 -5.060 0.001
H 3.025 -2.159 -5.265 0.001
H 4.254 -1.450 -3.240 0.001
H 3.241 -1.757 -1.011 0.006
F 1.339 1.696 0.625 0.027
C 1.801 0.382 0.612 0.297
F 2.960 0.424 -0.131 0.010
C 2.223 0.063 2.064 0.006
F 3.471 0.459 2.324 0.004
F 2.177 -1.265 2.285 0.006
F 1.411 0.647 2.942 0.001
C 3.076 -0.342 -7.969 0.000
C 2.621 0.068 -6.600 0.008
C 1.324 -0.184 -6.169 -0.003
C 0.886 0.189 -4.909 0.017
C -0.526 -0.122 -4.510 -0.012
C 1.789 0.856 -4.049 0.006
C 1.416 1.302 -2.743 0.010
O 0.356 1.055 -2.133 0.066
C 3.120 1.117 -4.473 0.013
C 4.138 1.802 -3.592 0.002
C 3.504 0.715 -5.735 -0.002
H 2.302 -0.891 -8.501 0.000
H 3.970 -0.964 -7.906 0.001
H 3.340 0.537 -8.559 0.001
H 0.632 -0.686 -6.834 0.001
H -1.068 -0.562 -5.344 -0.001
H -1.054 0.775 -4.183 0.002
H -0.547 -0.824 -3.674 0.014
H 2.150 1.912 -2.207 -0.002
H 4.208 1.340 -2.607 0.001
H 3.891 2.856 -3.450 0.000
H 5.120 1.756 -4.056 0.000
H 4.518 0.911 -6.065 0.000
C -3.274 -0.489 2.105 0.006
C -3.139 1.036 2.065 0.007
C -1.766 1.256 1.425 0.002
O -1.058 -0.003 1.538 0.062
C -1.837 -0.916 2.331 0.009
H -3.636 -0.874 1.150 0.002
H -3.938 -0.836 2.894 0.000
H -3.151 1.440 3.077 0.000
H -3.933 1.516 1.497 0.000
H -1.180 2.026 1.925 0.004
H -1.839 1.506 0.362 -0.008
H -1.547 -0.800 3.379 0.001
H -1.605 -1.930 2.008 0.000
```

As for the energy relative to the best compared isomer or geometry (same formula, charge and spin): 0.5037 eV. The calculation puts the LUMO energy (spin up / spin down) at -3.269 / -5.125 eV. Its spin multiplicity is 6. The total charge is +1.

Question: Which of these has the highest energy relative to the best compared isomer or geometry (same formula, charge and spin)?
Answer: C6H12OSSi

Copy entry 2 word for word.
Here is a cluster of 2 separate species, C5H6O in total from the OMol25 dataset. Energies are from ωB97M-V/def2-TZVPD.

```
12
Properties=species:S:1:pos:R:3:nbo_charge:R:1
C -1.899 1.099 -0.011 -0.629
C 0.613 -1.648 0.077 -0.488
C -0.409 0.732 -0.503 -0.277
C 3.610 -0.679 -0.048 0.507
C 0.010 -0.533 -0.273 0.064
O 4.408 0.118 0.077 -0.505
H -2.091 2.167 -0.212 0.216
H -2.580 0.443 -0.578 0.219
H 1.149 -1.620 1.000 0.217
H 0.794 -2.583 -0.587 0.229
H 0.186 1.494 -0.991 0.224
H -1.849 0.774 1.025 0.222
```

As for the energy relative to the best compared isomer or geometry (same formula, charge and spin): 2.3435 eV. The calculation puts the LUMO energy at 1.076 eV. Its spin multiplicity is 1. The total charge is 0.

Question: What is the total charge in the first record?
Answer: 0

Question: Look up the total charge of the third one.
Answer: +1